(1)
C33H38N5O4PTi | ωB97M-V/def2-TZVPD

The frontier orbital gap (spin up / spin down) is 5.75 / 5.70 eV. The charge is 0. The value obtained for the energy above the lowest of the compared OMol25 structures with the same formula, charge and spin is 0.000 eV.

Last column: Mulliken charge in e.
Positions of all 82 atoms, in Å:
1 Ti -0.90998 -0.35070 0.48445  -2.27
2 C 1.67756 1.37166 4.89592  -0.54
3 C 2.23233 1.02558 3.67580  -1.02
4 C 1.46597 1.07322 2.51671  0.27
5 C 0.12644 1.45205 2.55972  -0.41
6 C -0.42590 1.80260 3.79757  -0.25
7 C 0.34339 1.76624 4.94613  -0.81
8 N -0.67748 1.37441 1.40003  2.08
9 C -1.61557 2.38791 1.14082  -0.55
10 C -1.53691 3.71763 1.53003  -0.10
11 C -2.54404 4.59797 1.14695  -0.87
12 C -3.61625 4.15692 0.38020  -0.67
13 C -3.69544 2.82982 -0.02451  -0.58
14 C -2.68808 1.95627 0.35175  -0.41
15 N -2.58301 0.60314 0.03957  1.78
16 N -3.63025 0.05621 -0.63877  -1.52
17 C -3.42057 -1.23092 -0.75093  0.12
18 C -4.37060 -2.10925 -1.36895  -0.90
19 C -4.15493 -3.44305 -1.35865  -0.33
20 C -2.98353 -3.96971 -0.73230  -0.94
21 C -2.08901 -3.10389 -0.20283  -0.36
22 N -2.24761 -1.74472 -0.23110  1.26
23 H 2.27322 1.33949 5.79854  0.41
24 H 3.27036 0.72193 3.61542  0.46
25 H 1.91140 0.81304 1.56610  0.50
26 H -1.46946 2.08639 3.84538  0.51
27 H -0.10456 2.03708 5.89404  0.39
28 H -0.70141 4.06075 2.12739  0.52
29 H -2.48892 5.63505 1.45176  0.42
30 H -4.39511 4.85186 0.09427  0.41
31 H -4.51808 2.46108 -0.62095  0.49
32 H -5.25420 -1.66573 -1.80545  0.51
33 H -4.87398 -4.11529 -1.80878  0.40
34 H -2.80373 -5.03355 -0.68144  0.44
35 H -1.18035 -3.46136 0.27010  0.27
36 O -1.05517 -1.34807 2.32895  -0.37
37 C -0.24055 -2.00734 2.97971  -0.72
38 C 1.06413 -2.41104 2.54647  1.41
39 C 1.85365 -3.14860 3.43661  -0.34
40 C 3.10796 -3.53914 3.05846  -0.92
41 C 3.61901 -3.21854 1.79301  -0.69
42 C 2.85814 -2.50052 0.91144  -0.94
43 C 1.55450 -2.06478 1.25677  -0.07
44 O 0.86338 -1.36548 0.41733  1.28
45 N 3.93457 -4.30423 3.99355  1.05
46 O 5.04574 -4.62936 3.62367  -0.64
47 O 3.46170 -4.56896 5.08120  -0.63
48 H -0.54029 -2.32353 3.98793  0.37
49 H 1.48259 -3.40532 4.42031  0.57
50 H 4.61575 -3.54685 1.53513  0.56
51 H 3.23856 -2.24075 -0.06751  0.40
52 C -1.79168 2.01642 -2.76812  -1.14
53 C -0.61413 1.17377 -3.25918  0.52
54 C 0.23705 2.00943 -4.21986  -1.74
55 P 0.27734 0.33382 -1.85887  1.54
56 C 1.04633 -1.16216 -2.66318  1.23
57 C 0.06297 -2.33199 -2.63845  -1.25
58 C 1.58403 -0.99693 -4.08536  -1.82
59 C 1.72551 1.36742 -1.32481  1.54
60 C 1.30051 2.78351 -0.93029  -1.40
61 C 2.97019 1.40529 -2.21100  -1.76
62 H -2.26034 2.51303 -3.62139  0.54
63 H -1.46787 2.79420 -2.07320  0.18
64 H -2.54692 1.41131 -2.27373  0.10
65 H -1.02552 0.32295 -3.81635  0.60
66 H 0.58657 2.92268 -3.73900  0.26
67 H -0.38811 2.31232 -5.06298  0.50
68 H 1.09745 1.48360 -4.62082  0.30
69 H 1.87855 -1.40956 -1.99829  -0.42
70 H -0.90303 -2.06477 -3.07639  0.25
71 H -0.11416 -2.67412 -1.62510  -0.02
72 H 0.46505 -3.16897 -3.21378  0.56
73 H 0.77729 -0.80228 -4.79393  0.36
74 H 2.05570 -1.93456 -4.38858  0.49
75 H 2.32554 -0.20912 -4.18477  0.32
76 H 2.01060 0.83631 -0.41121  -0.79
77 H 2.08226 3.24290 -0.32087  0.49
78 H 1.16220 3.41302 -1.80961  0.25
79 H 0.37872 2.79870 -0.35248  0.15
80 H 2.78325 1.89689 -3.16509  0.26
81 H 3.37317 0.41144 -2.40374  0.35
82 H 3.74614 1.97785 -1.69656  0.50

=====

(2)
C6H8F2IN2 | ωB97M-V/def2-TZVPD

The frontier orbital gap (spin up / spin down) is 9.32 / 9.32 eV. The charge is +1. The value obtained for the energy above the lowest of the compared OMol25 structures with the same formula, charge and spin is 2.894 eV.

Last column: natural (NBO) charge in e.
Positions of all 19 atoms, in Å:
1 C 0.96339 1.62502 -0.22763  0.02
2 C 1.32206 0.69139 -1.16561  -0.35
3 C 0.49200 -0.39471 -0.81274  0.09
4 C -0.78640 1.93574 1.50865  -0.47
5 C -1.13474 -0.96558 1.00709  -0.38
6 C 0.66175 -2.37323 -1.75127  0.76
7 N -0.05880 1.26153 0.48536  -0.13
8 N -0.30550 -0.02350 0.20152  -0.16
9 F -0.26234 -2.20796 -2.66914  -0.28
10 F 0.21739 -3.22916 -0.90900  -0.28
11 I 2.81207 0.41086 -2.56137  0.28
12 H 1.38560 2.63836 -0.23111  0.26
13 H -1.31873 1.33865 2.19700  0.25
14 H -0.26647 2.61655 2.26698  0.27
15 H -1.71265 2.44710 0.96691  0.24
16 H -0.58474 -0.89161 2.02477  0.23
17 H -2.10747 -0.59065 0.99284  0.23
18 H -0.99459 -1.89621 0.60618  0.24
19 H 1.67818 -2.39258 -1.92942  0.19

=====

(3)
C41H56BrCl3F3N5O6PS | ωB97M-V/def2-TZVPD

The frontier orbital gap is 5.19 eV. The charge is +1.

Last column: Mulliken charge in e.
Positions of all 117 atoms, in Å:
1 C -1.11135 0.13650 3.51541  -1.21
2 C -0.11265 1.24950 4.02080  0.37
3 Cl -0.49572 1.98487 5.62833  -0.10
4 C 0.30450 2.32933 2.88240  -0.55
5 Cl 0.09212 4.09495 3.37864  -0.13
6 C 0.00018 1.92225 1.42885  0.55
7 C 1.17534 1.28534 0.78336  0.92
8 C 2.53405 1.00579 1.53701  -1.47
9 N 3.41254 2.20254 1.67428  -0.49
10 C 1.13913 0.81923 -0.65418  0.31
11 C 2.45360 0.18173 -1.21243  -1.97
12 C 2.38063 -1.36700 -0.78116  -0.86
13 C 3.79894 -2.04959 -0.91943  1.03
14 F 3.73918 -3.21516 -1.67191  -0.30
15 F 4.33107 -2.41543 0.32617  -0.30
16 F 4.72912 -1.23982 -1.52679  -0.30
17 C -0.11199 0.93928 -1.45855  0.47
18 C 0.06179 0.30362 -2.84429  -0.79
19 C 0.93077 1.14268 -3.91333  -1.16
20 C 1.08917 2.67194 -3.59730  -0.71
21 C 2.51798 3.11190 -3.12074  0.02
22 C 2.67200 3.69585 -1.77850  0.08
23 C 3.94121 4.19259 -1.23208  -0.50
24 C 5.12511 4.10999 -2.09979  -0.52
25 C 5.01801 3.50795 -3.43920  -0.66
26 C 3.72726 3.01449 -3.96521  -0.36
27 C -1.35041 1.53867 -0.84176  0.51
28 C -2.65778 1.62540 -1.63646  -0.17
29 S -2.81709 1.27796 -3.42243  1.31
30 C -4.13995 2.21080 -4.36087  -1.10
31 O -1.68814 2.00060 -4.06288  -0.65
32 O -2.99114 -0.10997 -3.81973  -0.64
33 C -3.86179 2.03009 -0.84630  -0.14
34 P -5.51676 1.81897 -1.75680  0.21
35 O -5.39855 0.20357 -2.29757  -0.40
36 Cl -7.25264 1.59443 -0.66195  -0.15
37 N -3.73438 2.51037 0.48925  0.38
38 C -4.99536 3.00156 1.08860  -1.39
39 C -5.67213 1.97367 2.05269  0.23
40 O -5.53998 0.79813 1.91858  -0.23
41 Br -6.80239 2.71336 3.47421  -0.07
42 C -2.51490 2.53617 1.19223  -0.96
43 C -2.77667 3.15903 2.57872  1.24
44 C -2.73577 4.66331 2.61062  -0.46
45 C -3.04795 5.31962 3.87996  -0.49
46 N -3.38434 4.71043 5.06407  -0.49
47 C -3.46183 3.35723 4.98969  -0.68
48 C -3.19346 2.51288 3.80701  -0.18
49 C -1.26011 2.00225 0.61088  1.42
50 H -1.71048 -0.22530 4.40236  0.42
51 H -1.85462 0.47314 2.75081  0.13
52 H -0.59902 -0.77239 3.09211  0.30
53 H 0.82029 0.64538 4.23951  0.37
54 H 1.42180 2.38734 3.04822  0.01
55 H 2.22425 0.71464 2.59162  0.17
56 H 3.09766 0.10954 1.19169  0.19
57 H 3.38302 2.51505 2.64592  0.39
58 H 2.97426 2.93025 1.09459  0.18
59 H 2.53972 0.15809 -2.31950  0.11
60 H 3.38615 0.67968 -0.83546  0.71
61 H 2.12098 -1.45183 0.31299  0.33
62 H 1.64113 -1.93744 -1.39980  0.42
63 H 0.67258 -0.64791 -2.71923  0.13
64 H -0.81729 -0.11703 -3.37781  0.47
65 H 0.35163 1.07290 -4.88124  0.54
66 H 1.90890 0.62703 -4.14907  0.68
67 H 0.33923 3.11803 -2.89744  0.26
68 H 0.93067 3.21949 -4.57737  0.59
69 H 1.74987 3.78376 -1.13727  0.28
70 H 3.93660 4.63846 -0.20693  0.38
71 H 6.07830 4.52156 -1.68502  0.36
72 H 5.95251 3.48076 -4.05919  0.36
73 H 3.66167 2.58484 -4.99518  0.38
74 H -4.38166 3.19269 -3.88262  0.34
75 H -3.84446 2.33031 -5.44291  0.42
76 H -5.02949 1.51300 -4.40217  0.49
77 H -5.34154 -0.33895 -1.48315  0.28
78 H -5.69158 3.44758 0.31649  0.92
79 H -4.87477 3.94643 1.70042  0.27
80 H -2.47307 5.25018 1.69171  0.42
81 H -2.98809 6.44126 3.88473  0.36
82 H -3.76615 2.81728 5.92616  0.42
83 H -3.31916 1.41000 3.82458  0.41
84 C 7.02245 -3.76898 -0.62832  -1.42
85 C 8.41458 -4.19615 -1.08229  0.54
86 C 8.46303 -5.62768 -1.64909  -0.76
87 O 8.42922 -6.65025 -0.66360  -0.40
88 C 7.13257 -6.97500 -0.19451  -0.64
89 N 9.35260 -4.02338 0.03257  -0.75
90 H 6.72917 -4.22065 0.32043  0.18
91 H 6.98496 -2.68668 -0.48558  0.39
92 H 6.27134 -4.03156 -1.37753  0.32
93 H 8.71337 -3.51777 -1.88827  0.41
94 H 9.42058 -5.75226 -2.16430  0.37
95 H 7.68199 -5.78980 -2.40257  0.40
96 H 6.37742 -6.89185 -0.98163  0.28
97 H 6.86571 -6.34306 0.65536  0.23
98 H 7.15239 -8.00776 0.15780  0.27
99 H 10.29473 -4.21781 -0.29916  0.28
100 H 9.17335 -4.77341 0.69870  0.31
101 C -7.15856 -4.49169 2.25795  -1.50
102 C -6.80822 -3.03548 1.96924  0.27
103 C -6.31055 -2.79588 0.53066  -0.13
104 O -4.96850 -3.20098 0.29446  -0.22
105 C -4.80848 -4.58458 0.02167  -0.81
106 N -5.83232 -2.57464 2.96267  -0.69
107 H -6.27469 -5.11655 2.39261  0.28
108 H -7.74059 -4.56387 3.17909  0.38
109 H -7.76016 -4.91863 1.45167  0.35
110 H -7.72604 -2.45178 2.09555  0.42
111 H -6.32381 -1.71456 0.34854  -0.16
112 H -6.98556 -3.24386 -0.20895  0.47
113 H -5.65338 -4.99357 -0.53882  0.35
114 H -4.66417 -5.14080 0.94964  0.26
115 H -3.90481 -4.70588 -0.57792  0.22
116 H -5.67272 -1.57861 2.82537  0.17
117 H -4.93522 -2.99632 2.72586  0.36

=====

(4)
C17H23Cl3GeN8PSbSe4Ti | ωB97M-V/def2-TZVPD

The frontier orbital gap is 5.92 eV. The charge is +2. The value obtained for the energy above the lowest of the compared OMol25 structures with the same formula, charge and spin is 0.891 eV.

Last column: natural (NBO) charge in e.
Positions of all 59 atoms, in Å:
1 Ti 0.99801 -0.24207 1.71700  1.05
2 C -0.50017 -5.67731 1.77519  -0.41
3 N -0.15180 -4.34835 2.25255  -0.29
4 C -0.17859 -3.95574 3.56217  -0.04
5 C 0.16456 -2.63234 3.59340  -0.03
6 N 0.39748 -2.21712 2.31116  -0.53
7 C 0.19853 -3.27454 1.51521  0.10
8 P 0.37335 -3.24498 -0.30374  0.80
9 C 1.99356 -2.39544 -0.32849  0.11
10 N 2.27138 -1.27718 0.34601  -0.54
11 C 3.57269 -0.94580 0.05442  -0.04
12 C 4.07941 -1.87907 -0.80084  -0.04
13 N 3.07853 -2.78664 -1.03766  -0.29
14 C 3.21453 -3.97345 -1.87291  -0.41
15 C -0.60606 -1.74292 -0.57426  0.09
16 N -0.45550 -0.60240 0.09671  -0.54
17 C -1.37488 0.27395 -0.41702  -0.05
18 C -2.07039 -0.35373 -1.40987  -0.04
19 N -1.58502 -1.62115 -1.49573  -0.29
20 C -2.02564 -2.61391 -2.46140  -0.41
21 H -0.13557 -6.41388 2.48428  0.24
22 H -0.03294 -5.85489 0.81241  0.23
23 H -1.58121 -5.76971 1.68006  0.23
24 H -0.43487 -4.64497 4.35783  0.26
25 H 0.26364 -1.97168 4.43795  0.26
26 H 4.04788 -0.08632 0.47608  0.25
27 H 5.05645 -1.97539 -1.25545  0.25
28 H 3.71115 -3.70472 -2.80061  0.24
29 H 2.23345 -4.36945 -2.10032  0.23
30 H 3.79939 -4.72948 -1.35320  0.24
31 H -1.46868 1.27772 -0.07222  0.26
32 H -2.86797 -0.00442 -2.05113  0.25
33 H -3.09291 -2.50234 -2.61669  0.24
34 H -1.82900 -3.60940 -2.08068  0.23
35 H -1.50566 -2.47558 -3.40698  0.23
36 C -4.50156 5.86742 -0.69362  -0.65
37 C -3.27858 5.03880 -0.87935  0.19
38 C -2.59998 4.62093 -2.00715  -0.35
39 C -1.49509 3.89702 -1.53050  0.15
40 N -1.48023 3.85203 -0.23059  -0.34
41 N -2.57078 4.54544 0.15059  -0.34
42 C -0.40720 3.27370 -2.32708  -0.64
43 H -4.28881 6.91620 -0.91681  0.25
44 H -4.87182 5.80552 0.33204  0.23
45 H -5.29581 5.53689 -1.36266  0.24
46 H -2.86034 4.82578 -3.03787  0.24
47 H -2.77565 4.66256 1.12291  0.40
48 H -0.80340 2.88269 -3.26598  0.23
49 H 0.08862 2.44454 -1.77421  0.21
50 H 0.34299 4.00882 -2.57339  0.23
51 Cl -0.76724 0.64050 2.88734  -0.25
52 Ge -0.03801 3.19524 2.44722  0.90
53 Cl 1.49855 3.10663 4.00956  -0.50
54 Cl 2.56568 -0.16752 3.22066  -0.14
55 Se 1.59268 5.57581 1.26297  -0.32
56 Sb 3.03683 3.75837 0.84059  1.06
57 Se 5.25407 2.90961 1.52563  -0.09
58 Se 4.75671 3.23634 -0.86202  -0.12
59 Se 1.34122 1.91140 0.62847  -0.40

=====

(5)
C5H11NO2 | ωB97M-V/def2-TZVPD

The frontier orbital gap (spin up / spin down) is 12.27 / 6.14 eV. The spin multiplicity is 2. The charge is +1. The value obtained for the energy above the lowest of the compared OMol25 structures with the same formula, charge and spin is 1.387 eV. Its expectation value of S² is 0.77.

Last column: natural (NBO) charge in e.
Positions of all 19 atoms, in Å:
1 C 0.19222 -0.71119 1.11569  -0.30
2 N -1.07802 -1.35989 1.08698  -0.21
3 C -2.08627 -1.18024 0.15095  0.82
4 O -1.65052 -0.69302 -1.00038  -0.68
5 O -3.23078 -1.48223 0.37813  -0.39
6 C 0.16157 0.80012 0.80231  -0.41
7 C 1.31468 1.25139 -0.09324  -0.41
8 C 1.32200 0.53451 -1.49698  -0.61
9 H 0.92861 -1.23623 0.48986  0.30
10 H 0.75593 -0.94599 2.03796  0.27
11 H -1.54648 -1.53507 1.98023  0.45
12 H -2.15003 -0.81037 -1.81629  0.55
13 H -0.74590 1.15443 0.25462  0.24
14 H 0.11413 1.41558 1.70190  0.26
15 H 2.32105 1.26657 0.30553  0.23
16 H 1.19735 2.31256 -0.36934  0.24
17 H 2.29165 0.80817 -1.94380  0.24
18 H 0.60747 0.95737 -2.21206  0.22
19 H 1.28135 -0.54648 -1.37207  0.19

=====

(6)
C4H8O2 | ωB97M-V/def2-TZVPD

The frontier orbital gap is 10.91 eV. As for the SMILES: CC=O.CC=O. The charge is 0. The value obtained for the energy above the lowest of the compared OMol25 structures with the same formula, charge and spin is 2.553 eV.

Last column: natural (NBO) charge in e.
Positions of all 14 atoms, in Å:
1 C 1.47640 -1.06169 -4.48876  -0.72
2 C 0.28030 -1.68315 -4.02065  0.39
3 O 0.17587 -1.90890 -2.82737  -0.53
4 H 1.37232 -0.29809 -5.41782  0.23
5 H 2.32579 -1.88472 -4.86742  0.25
6 H 1.89944 -0.50930 -3.63477  0.25
7 H -0.57395 -2.01287 -4.64121  0.13
8 C -0.47906 1.02921 4.34392  -0.75
9 C -1.75304 1.70506 4.12062  0.43
10 O -1.98023 2.90637 4.25474  -0.51
11 H -0.02768 0.48314 3.45844  0.25
12 H -0.42153 0.44224 5.29349  0.25
13 H 0.33012 1.76321 4.59319  0.24
14 H -2.62476 1.02949 3.83361  0.10

=====

Repeat the second record exactly.
C6H8F2IN2 | ωB97M-V/def2-TZVPD

The frontier orbital gap (spin up / spin down) is 9.32 / 9.32 eV. The charge is +1. The value obtained for the energy above the lowest of the compared OMol25 structures with the same formula, charge and spin is 2.894 eV.

Last column: natural (NBO) charge in e.
Positions of all 19 atoms, in Å:
1 C 0.96339 1.62502 -0.22763  0.02
2 C 1.32206 0.69139 -1.16561  -0.35
3 C 0.49200 -0.39471 -0.81274  0.09
4 C -0.78640 1.93574 1.50865  -0.47
5 C -1.13474 -0.96558 1.00709  -0.38
6 C 0.66175 -2.37323 -1.75127  0.76
7 N -0.05880 1.26153 0.48536  -0.13
8 N -0.30550 -0.02350 0.20152  -0.16
9 F -0.26234 -2.20796 -2.66914  -0.28
10 F 0.21739 -3.22916 -0.90900  -0.28
11 I 2.81207 0.41086 -2.56137  0.28
12 H 1.38560 2.63836 -0.23111  0.26
13 H -1.31873 1.33865 2.19700  0.25
14 H -0.26647 2.61655 2.26698  0.27
15 H -1.71265 2.44710 0.96691  0.24
16 H -0.58474 -0.89161 2.02477  0.23
17 H -2.10747 -0.59065 0.99284  0.23
18 H -0.99459 -1.89621 0.60618  0.24
19 H 1.67818 -2.39258 -1.92942  0.19

=====

Look up the charge of the sixth one. 0